Density functional theory data (wB97M-V/def2-TZVPD) for the molecule C5H8N2 in a non-equilibrium geometry.

Last column: natural (NBO) charge in e.
Element x y z (Å)
C: 1.75285 -0.77524 -0.09588  -0.27
C: -2.01762 -0.24131 0.52170  -0.65
N: -0.16934 1.28352 -0.17090  -0.64
C: -0.56641 -0.11894 0.19345  0.18
C: 0.97035 1.30224 -0.90922  0.28
C: 0.37677 -1.01922 0.44961  -0.25
N: 1.70742 0.28361 -1.09440  -0.50
H: -0.85000 2.02293 -0.27608  0.40
H: 1.19461 2.22253 -1.44140  0.17
H: 2.47104 -0.50490 0.69306  0.19
H: 2.14560 -1.67338 -0.58656  0.20
H: 0.14797 -1.97037 0.90579  0.21
H: -2.23980 -1.24626 0.87158  0.23
H: -2.29890 0.46914 1.29864  0.22
H: -2.62455 -0.03435 -0.35938  0.22

HOMO energy ... -8.2 eV
Electronic energy ... -304.7905 hartree
Frontier orbital gap ... 0.33368 hartree
Structure (SMILES) ... CC1=CCN=CN1


Density functional theory data (wB97M-V/def2-TZVPD) for a cluster of 2 separate species, C5H16BrN3O2P in total in a non-equilibrium geometry.

Last column: natural (NBO) charge in e.
Element x y z (Å)
N: 1.01551 -3.62895 -0.28523  -0.78
C: 0.79239 -2.62096 0.54914  0.69
N: -0.16345 -2.77318 1.42530  -0.71
N: 1.44791 -1.44875 0.50902  -0.86
P: 3.20302 -1.38955 0.12747  1.22
O: 3.85021 -2.81011 0.57999  -0.97
Br: 3.12300 -1.54602 -2.10974  -0.21
H: 0.21941 -3.84993 -0.87336  0.43
H: 1.82473 -3.49524 -0.87533  0.40
H: -0.71117 -3.61735 1.43856  0.43
H: -0.42520 -2.03197 2.05153  0.43
H: 1.39024 -1.00737 1.42315  0.42
H: 3.88932 -3.44695 -0.15027  0.51
C: -2.67499 3.41503 0.20599  -0.65
C: -1.33391 3.02210 0.79865  -0.07
O: -1.10052 1.61909 0.81647  -0.55
C: -1.10207 0.96930 -0.43861  -0.05
C: -0.04805 1.47771 -1.40735  -0.65
H: -3.48822 2.93476 0.75100  0.22
H: -2.80690 4.49487 0.26109  0.23
H: -2.76240 3.12366 -0.84161  0.20
H: -1.29404 3.33995 1.83967  0.19
H: -0.51562 3.53668 0.28461  0.16
H: -2.09805 1.01342 -0.89131  0.17
H: -0.90759 -0.08487 -0.22154  0.15
H: -0.19395 2.52398 -1.67211  0.22
H: -0.07690 0.89442 -2.32871  0.22
H: 0.94729 1.38620 -0.96650  0.20

HOMO energy ... -12.3 eV
Electronic energy ... -3430.0410 hartree
Frontier orbital gap ... 0.31761 hartree
Charge ... +1


Density functional theory data (wB97M-V/def2-TZVPD) for a cluster of 2 separate species, C2H6O5P2 in total in a non-equilibrium geometry.

Last column: natural (NBO) charge in e.
Element x y z (Å)
C: -1.11990 1.13176 0.55317  0.14
C: 0.36473 -0.49663 0.41518  -0.59
O: 2.93823 -0.78475 -0.79670  -1.21
O: 2.65378 0.66411 1.28643  -1.22
O: 1.96129 1.45005 -1.04686  -1.02
O: -1.57028 1.49534 -0.56751  -0.82
O: 0.22118 -0.98867 1.76789  -0.81
P: -0.00141 -1.79789 -0.87139  0.11
P: 2.08157 0.16587 0.00089  2.28
H: -1.77613 0.43461 1.20378  0.08
H: -0.39720 1.71332 0.96496  0.11
H: 1.07338 1.55203 -1.26923  0.48
H: 1.13678 -0.65352 2.04152  0.49
H: 1.29452 -1.84135 -1.28271  0.03
H: -0.18875 -0.80046 -1.91189  -0.04

HOMO energy ... 1.1 eV
Electronic energy ... -1138.6886 hartree
Frontier orbital gap ... 0.21186 hartree
Charge ... -2


Density functional theory data (wB97M-V/def2-TZVPD) for a structure of composition C18H30NO2P2Pd in a non-equilibrium geometry.

Last column: Löwdin spin population.
Element x y z (Å)
Pd: -0.03733 0.15577 0.05894  0.93
P: 1.95492 -0.88966 0.10217  0.22
C: 2.31114 -1.26016 -1.66586  0.07
C: 1.03377 -1.65427 -2.37835  0.21
N: -0.11508 -1.20713 -1.87051  0.12
C: -1.29607 -1.47824 -2.42309  0.21
C: -1.35648 -2.31998 -3.53583  0.23
C: -0.18677 -2.81605 -4.09518  -0.02
C: 1.02455 -2.47375 -3.50884  0.23
C: -2.53564 -0.87103 -1.79318  0.07
P: -2.07715 0.57656 -0.74782  0.27
H: 1.98463 -2.84730 -3.83390  0.01
H: -2.34452 -2.51810 -3.91952  0.01
H: -0.21677 -3.44620 -4.97605  0.00
H: -3.24457 -0.53197 -2.55466  0.01
H: -3.07709 -1.62096 -1.19117  0.02
H: 2.77976 -0.36580 -2.12140  0.02
H: 3.05611 -2.05611 -1.72245  0.01
H: 1.42976 4.01549 -2.16860  0.00
O: 1.68310 3.21300 -2.67071  0.00
H: 2.40114 3.50861 -3.28032  0.00
H: -0.82981 4.66501 0.06031  0.00
O: -0.80619 4.85728 -0.90057  0.00
H: -1.22105 5.74494 -0.94865  0.00
C: -2.04280 1.96345 -1.93134  0.05
H: -3.01329 1.98996 -2.45334  0.01
H: -1.85779 2.91998 -1.41307  0.00
H: -1.22445 1.79949 -2.66150  0.00
C: -3.34122 0.77078 0.52822  0.06
H: -3.12391 1.67046 1.12016  0.00
H: -4.32592 0.86804 0.05573  0.01
H: -3.32682 -0.10216 1.20052  0.00
C: 1.84166 -2.51787 0.92088  0.03
H: 2.78718 -3.06071 0.77084  0.01
H: 1.67968 -2.35270 1.99759  0.00
H: 1.00056 -3.09981 0.49948  0.00
C: 3.41646 -0.01273 0.70165  0.04
H: 3.28245 0.27943 1.74906  0.00
H: 4.27976 -0.68487 0.61006  0.01
H: 3.56242 0.88744 0.08280  0.00
C: 0.14625 1.36745 1.70595  0.33
C: -0.13845 0.70176 3.00502  0.19
C: 0.82863 -0.11653 3.60024  0.14
C: 0.51905 -0.85542 4.74591  0.02
C: -0.70834 -0.66081 5.39472  0.25
C: -1.65344 0.21554 4.83457  0.03
C: -1.38595 0.86155 3.62237  0.12
H: -0.53671 2.18190 1.45904  0.03
H: 1.20512 1.61677 1.57619  0.03
H: 1.80307 -0.16111 3.11297  0.00
H: 1.26687 -1.53096 5.14893  0.00
H: -0.89952 -1.14423 6.35522  0.01
H: -2.58186 0.42712 5.35826  0.00
H: -2.11575 1.50913 3.12519  0.00

<S²> ... 6.0456
HOMO energy (alpha / beta) ... -15.0 / -18.0 eV
Electronic energy ... -1718.5392 hartree
Frontier orbital gap (alpha / beta) ... 0.19182 / 0.14198 hartree
Charge ... +3
Spin multiplicity ... 5